(1)
Below is a structure of composition C20H29BrN6O6V, with properties calculated with wB97M-V/def2-TZVPD.

## Properties
⟨S²⟩: 2.010
ΔE to the lowest compared entry with this formula, charge and spin: 0.000 eV
max |F|: 0.7 eV/Å
DFT total energy: -138146.114 eV
multiplicity: 3
total charge: +3
M: 580.3 g mol⁻¹
E_HOMO (spin up / spin down): -17.076 / -17.074 eV

```
63
Properties=species:S:1:pos:R:3:lowdin_charge:R:1
V 0.120 0.006 -0.174 1.0727
O 1.806 3.815 -0.984 0.2487
C 1.278 2.637 -0.985 -0.4141
O 0.866 2.042 0.012 0.0305
C 1.146 1.992 -2.308 -0.1334
C 1.472 2.546 -3.535 0.0984
C 1.210 1.791 -4.670 0.0500
C 0.637 0.535 -4.542 0.0808
C 0.353 0.064 -3.270 -0.1276
N 0.614 0.785 -2.182 0.1067
C -0.254 -1.228 -2.880 -0.3875
O -0.655 -2.101 -3.743 0.2611
O -0.379 -1.461 -1.680 0.0088
H 1.860 4.221 -0.100 0.1871
H 1.908 3.535 -3.603 0.1531
H 1.446 2.183 -5.651 0.1481
H 0.428 -0.045 -5.434 0.1436
H -0.541 -1.859 -4.675 0.1595
C -0.866 0.825 4.383 0.0578
O -0.952 -0.519 3.807 0.0693
C -0.679 -0.675 2.566 -0.5173
O -0.311 0.238 1.787 -0.0502
N -0.794 -1.937 2.115 0.0997
N -0.498 -2.061 0.765 0.0324
H -1.086 0.694 5.435 0.1150
H -1.603 1.469 3.914 0.1092
H 0.135 1.222 4.246 0.1021
H -1.026 -2.728 2.699 0.1939
H -1.249 -2.533 0.270 0.1221
H 0.354 -2.602 0.632 0.1084
Br -3.739 4.339 -1.156 0.8709
C -3.468 2.505 -0.861 -0.6503
C -4.532 1.624 -0.771 -0.0444
C -4.259 0.283 -0.555 0.0011
C -2.946 -0.127 -0.438 -0.1003
N -1.911 0.729 -0.522 -0.0229
C -2.181 2.026 -0.727 -0.1519
H -5.550 1.979 -0.868 0.1330
H -5.060 -0.439 -0.480 0.1339
H -2.712 -1.168 -0.286 0.1022
H -1.353 2.718 -0.771 0.0971
C 5.415 -2.285 2.685 -0.0465
C 5.313 -1.205 1.615 -0.1747
N 4.147 -1.385 0.722 -0.0498
C 4.277 -2.444 -0.290 -0.1742
C 3.494 -3.718 0.018 -0.0436
C 3.042 -0.661 0.832 -0.3527
C 2.967 0.388 1.902 0.0207
N 2.000 -0.820 0.015 0.0258
H 6.259 -2.067 3.338 0.0959
H 5.586 -3.270 2.249 0.0782
H 4.511 -2.325 3.297 0.0825
H 6.202 -1.220 0.985 0.1332
H 5.272 -0.222 2.069 0.1069
H 5.336 -2.684 -0.347 0.1326
H 4.011 -2.038 -1.270 0.1234
H 3.791 -4.140 0.977 0.0817
H 3.696 -4.460 -0.755 0.0973
H 2.414 -3.552 0.038 0.0494
H 3.704 1.171 1.722 0.1091
H 3.180 -0.038 2.882 0.1067
H 1.982 0.840 1.920 0.0498
H 2.169 -1.532 -0.687 0.0505
```

(2)
Below is a structure of composition C4H3HoO, with properties calculated with wB97M-V/def2-TZVPD.

## Properties
⟨S²⟩: 8.758
max |F|: 3.3 eV/Å
DFT total energy: -32000.669 eV
multiplicity: 6
total charge: +3
M: 232.0 g mol⁻¹
E_HOMO (spin up / spin down): -23.562 / -25.057 eV

```
9
Properties=species:S:1:pos:R:3:lowdin_charge:R:1
C -1.822 0.066 -0.475 -0.1325
C -3.163 0.313 -0.868 0.1235
C -2.897 -0.362 0.253 0.2563
H -3.788 0.877 -1.560 0.1648
C 0.375 3.850 0.761 0.1131
O 0.965 3.016 0.087 -0.1695
Ho 0.592 0.847 -0.630 2.3382
H -0.353 3.537 1.528 0.1422
H 0.669 4.910 0.702 0.1639
```

(3)
Below is a structure of composition C5H9NO, with properties calculated with wB97M-V/def2-TZVPD.

## Properties
ΔE to the lowest compared entry with this formula, charge and spin: 4.056 eV
max |F|: 3.7 eV/Å
DFT total energy: -8865.157 eV
multiplicity: 1
M: 99.1 g mol⁻¹
E_HOMO: -8.716 eV

```
16
Properties=species:S:1:pos:R:3:lowdin_charge:R:1
C 2.125 -0.055 0.030 -0.1050
C 0.673 0.201 0.429 -0.2122
C -0.307 -0.249 -0.660 -0.4283
O -0.234 -1.650 -0.875 -0.0322
C -1.743 0.065 -0.375 -0.0823
C -2.114 1.033 0.435 -0.2617
N -2.506 1.616 1.450 0.1680
H 2.369 0.445 -0.916 0.0792
H 2.817 0.318 0.790 0.0732
H 2.325 -1.127 -0.089 0.0700
H 0.529 1.271 0.626 0.1142
H 0.443 -0.337 1.359 0.1233
H -0.049 0.280 -1.590 0.1412
H 0.614 -1.823 -1.301 0.0852
H -2.411 0.466 1.591 0.1503
H -2.530 -0.455 -0.905 0.1173
```

(4)
Below is an isolated molecule of C7H14O2, with properties calculated with wB97M-V/def2-TZVPD.

## Properties
structure (SMILES): C/C=C(/C(C)C)C(O)O
ΔE to the lowest compared entry with this formula, charge and spin: 2.980 eV
max |F|: 5.5 eV/Å
DFT total energy: -11578.328 eV
multiplicity: 1
M: 130.2 g mol⁻¹
E_HOMO: -8.904 eV

```
23
Properties=species:S:1:pos:R:3:lowdin_charge:R:1
C 0.083 1.512 -0.177 -0.1491
C 0.125 0.242 -0.008 -0.1247
C 1.245 2.372 -0.556 -0.1019
C -1.951 -0.829 -0.846 -0.0354
C -1.648 -0.467 1.752 -0.0744
C -0.979 -0.694 0.362 -0.4031
C 1.702 -0.586 -0.230 -0.4274
O 1.921 -0.759 -1.603 -0.0169
O 1.754 -1.689 0.483 0.0174
H -0.674 2.167 0.269 0.1186
H 0.908 3.307 -0.911 0.0531
H 1.698 1.999 -1.443 0.0558
H 2.056 2.323 0.236 0.1037
H -1.402 -1.325 -1.671 0.0846
H -2.695 -1.489 -0.419 0.0697
H -2.322 0.052 -1.238 0.0482
H -2.379 0.330 1.797 0.0556
H -2.328 -1.408 1.877 0.0930
H -0.922 -0.530 2.651 0.1041
H -0.456 -1.624 0.603 0.1098
H 2.588 0.109 -0.032 0.1535
H 1.173 -1.223 -2.040 0.1065
H 2.505 -1.790 1.145 0.1594
```

(5)
Below is the ion C6H10NO with charge +1, with properties calculated with wB97M-V/def2-TZVPD.

## Properties
structure (SMILES): C/C=C(\C=[NH2+])C(C)=O
ΔE to the lowest compared entry with this formula, charge and spin: 1.103 eV
max |F|: 6.3 eV/Å
DFT total energy: -9913.290 eV
multiplicity: 1
total charge: +1
M: 112.2 g mol⁻¹
E_HOMO: -14.359 eV

```
18
Properties=species:S:1:pos:R:3:lowdin_charge:R:1
C 0.318 -1.089 -1.414 -0.3747
C 0.065 -0.059 0.956 -0.0746
C -0.826 1.124 -0.944 0.0445
C -0.043 -0.055 -0.382 -0.1043
C 1.256 -2.118 -0.927 0.0223
C -0.388 0.781 2.016 -0.0595
N -1.115 1.560 -2.133 0.2330
O -0.051 -0.813 -2.559 0.0707
H 0.619 -0.970 1.323 0.1487
H -0.996 1.887 -0.187 0.1238
H 2.189 -1.503 -0.854 0.1430
H 1.298 -2.951 -1.675 0.1299
H 0.833 -2.385 -0.025 0.0496
H -0.765 1.828 1.738 0.1110
H 0.521 1.064 2.764 0.1700
H -0.925 0.117 2.615 0.0812
H -0.813 0.903 -2.943 0.1774
H -1.465 2.427 -2.330 0.1080
```

(6)
Below is the ion C6H11O2 with charge -1, with properties calculated with wB97M-V/def2-TZVPD.

## Properties
structure (SMILES): CC(C)CCC(=O)[O-]
ΔE to the lowest compared entry with this formula, charge and spin: 1.659 eV
max |F|: 6.5 eV/Å
DFT total energy: -10495.423 eV
multiplicity: 1
total charge: -1
M: 115.2 g mol⁻¹
E_HOMO: -3.233 eV

```
19
Properties=species:S:1:pos:R:3:lowdin_charge:R:1
O -0.551 1.329 -2.206 -0.1402
C -0.215 0.073 -2.230 -0.6868
O -0.096 -0.869 -2.987 -0.0655
C 0.374 -0.513 -0.748 -0.1038
C -0.253 0.373 0.408 -0.2004
C 0.375 -0.060 1.737 -0.5113
C -0.049 -1.390 2.189 -0.1225
C 0.256 1.105 2.823 -0.0898
H 0.208 -1.498 -0.609 0.0286
H 1.413 -0.269 -1.022 0.0979
H 0.008 1.458 0.200 0.1094
H -1.358 0.409 0.426 0.1130
H 1.432 -0.081 1.609 0.1031
H 0.586 -1.667 3.071 0.0810
H 0.304 -2.253 1.575 0.0763
H -1.149 -1.413 2.174 0.0879
H -0.777 1.393 2.931 0.0420
H 0.753 0.740 3.825 0.0879
H 0.830 1.972 2.287 0.0932
```

(7)
Below is a structure of composition C6H9HoO4, with properties calculated with wB97M-V/def2-TZVPD.

## Properties
⟨S²⟩: 6.006
ΔE to the lowest compared entry with this formula, charge and spin: 0.000 eV
max |F|: 3.9 eV/Å
DFT total energy: -40336.461 eV
multiplicity: 5
total charge: +2
M: 310.1 g mol⁻¹
E_HOMO (spin up / spin down): -16.711 / -16.222 eV

```
20
Properties=species:S:1:pos:R:3:lowdin_charge:R:1
O 3.289 -0.995 -1.126 -0.1181
C 2.404 -0.563 -0.325 -0.7878
O 2.285 -1.109 0.816 -0.1147
O 1.667 0.444 -0.712 0.0792
C 0.560 0.886 0.089 -0.0744
Ho 4.277 -2.622 0.325 1.7716
H 0.722 0.542 1.118 0.1475
H 0.581 1.971 -0.063 0.1391
C -1.828 2.260 0.877 0.2666
C -1.900 1.007 0.399 0.0827
H -1.230 3.036 0.394 0.1306
H -2.446 2.557 1.727 0.1353
H -2.676 0.349 0.804 0.1643
C -0.822 0.332 -0.410 -0.1974
C -0.964 -1.183 -0.309 -0.2140
O -0.060 -1.817 -1.190 -0.0168
H -0.913 0.626 -1.469 0.2068
H -2.004 -1.455 -0.562 0.1419
H -0.781 -1.499 0.734 0.1451
H -0.161 -2.768 -1.116 0.1124
```

(8)
Below is a cluster of 2 separate species, C5H7NO in total, with properties calculated with wB97M-V/def2-TZVPD.

## Properties
structure (SMILES): [H]/N=C\CC#C.C=O
ΔE to the lowest compared entry with this formula, charge and spin: 3.350 eV
max |F|: 0.5 eV/Å
DFT total energy: -8832.853 eV
multiplicity: 1
M: 97.1 g mol⁻¹
E_HOMO: -9.628 eV

```
14
Properties=species:S:1:pos:R:3:lowdin_charge:R:1
O -3.276 -0.770 0.413 -0.0414
C -2.865 0.109 1.133 -0.2085
N -0.502 0.659 0.129 0.1091
C -0.138 -0.492 -0.250 -0.2208
C 1.244 -0.902 -0.725 -0.1817
C 2.211 0.193 -0.648 -0.1579
C 2.938 1.147 -0.547 0.1183
H -3.111 1.174 0.976 0.0764
H 0.275 1.324 0.066 0.0527
H -0.888 -1.291 -0.230 0.1032
H -2.236 -0.103 2.019 0.0756
H 1.582 -1.753 -0.119 0.1214
H 1.166 -1.277 -1.754 0.1223
H 3.600 1.982 -0.462 0.0313
```